# 1
A 2-piece molecular cluster, C5H12NO2 overall at a distorted geometry, computed with ωB97M-V/def2-TZVPD.

Geometry (Å):
N1 -0.360884 -0.416544 1.691748
C1 -0.861936 0.957634 1.763892
C2 -1.456783 1.238303 0.382195
C3 -0.691535 0.326369 -0.589493
C4 0.045993 -0.683001 0.293835
C5 1.581795 -0.438760 0.202558
O1 2.057342 -0.233378 -1.074648
H1 -1.025205 -1.066965 2.083102
H2 -1.608796 1.018282 2.545187
H3 0.006788 1.620269 1.880598
H4 -2.516832 0.942206 0.326784
H5 -1.509732 2.301662 0.106020
H6 -1.364584 -0.108270 -1.323596
H7 0.071941 0.848277 -1.169146
H8 -0.118999 -1.733919 0.065539
H9 1.799199 0.434057 0.828192
H10 2.024195 -1.348198 0.654582
H11 1.338239 -0.806879 -2.178600
H12 1.695083 -1.583732 -3.457214
O2 0.894704 -1.267415 -3.031540

Forces on the atoms, in the same order (eV/Å):
0.04 -0.05 0.40
0.41 -0.48 -0.99
-1.09 0.05 -0.49
0.10 0.42 -0.20
0.50 0.23 0.53
0.07 -0.38 -1.34
-0.15 0.01 0.37
-0.16 -0.06 -0.34
0.14 0.42 0.42
-0.34 0.08 0.49
0.10 -0.13 0.41
0.52 -0.14 0.06
-0.05 -0.24 0.02
0.00 0.08 0.03
-0.30 0.00 -0.24
0.10 0.14 0.51
0.16 0.19 0.40
-0.14 -0.12 0.05
-0.03 -0.13 -0.18
0.13 0.10 0.08

Output
- highest occupied orbital energy (eV) = -3.20
- spin multiplicity = 1
- total charge = -1
- relative energy (zero: lowest compared OMol25 entry of this formula, charge and spin) (kcal per mole) = 51.7

# 2
C22H14N3O6SSn as an isolated structure, computed with ωB97M-V/def2-TZVPD.

Geometry (Å):
Sn1 0.514530 0.303716 -2.207994
O1 -2.994846 2.805669 -1.328593
C1 -1.920484 2.318713 -1.665716
O2 -1.658704 1.087628 -1.918400
C2 -0.714405 3.244744 -1.765639
C3 -0.722410 4.531145 -1.257663
C4 0.473588 5.237380 -1.241368
C5 1.632521 4.638804 -1.714774
C6 1.550113 3.348856 -2.208510
N1 0.392545 2.701264 -2.258487
C7 2.779902 2.545549 -2.618431
O3 3.831872 3.157379 -2.774598
O4 2.560288 1.290834 -2.747885
H1 -1.648053 4.925522 -0.864099
H2 0.507402 6.239103 -0.829710
H3 2.599791 5.119741 -1.687147
O5 1.998543 0.307957 1.857677
S1 0.893332 0.437795 0.944832
O6 0.913516 1.536779 -0.016024
N2 0.619839 -0.802209 0.004194
C8 0.679287 -2.119991 0.464349
C9 0.805308 -2.512407 1.786276
C10 0.846259 -3.872694 2.153759
C11 0.756230 -4.869626 1.227660
C12 0.605358 -4.522377 -0.134279
C13 0.489260 -5.486778 -1.161354
C14 0.327751 -5.089496 -2.456026
C15 0.286299 -3.707709 -2.733724
N3 0.398896 -2.788013 -1.814525
C16 0.559880 -3.161770 -0.519969
C17 -0.575731 0.679394 1.908444
C18 -1.800563 0.694538 1.247784
C19 -2.950434 0.945024 1.978632
C20 -2.870010 1.173532 3.348420
C21 -1.640837 1.154773 3.995732
C22 -0.480235 0.908338 3.272809
H4 0.895063 -1.760956 2.557786
H5 0.954253 -4.122415 3.203832
H6 0.796320 -5.913812 1.517172
H7 0.530804 -6.539333 -0.900751
H8 0.235314 -5.808768 -3.260311
H9 0.156672 -3.357109 -3.755141
H10 -1.842046 0.529620 0.173994
H11 -3.909015 0.974553 1.476084
H12 -3.773053 1.369781 3.915319
H13 -1.585049 1.338624 5.062093
H14 0.495152 0.888728 3.744277

Forces on the atoms, in the same order (eV/Å):
0.02 0.31 -0.45
0.11 -0.19 -0.05
-0.06 0.09 -0.07
0.00 0.06 0.17
0.07 -0.01 -0.08
0.03 0.05 -0.06
0.00 -0.03 -0.03
-0.07 0.10 -0.02
-0.12 -0.05 -0.08
0.01 0.02 0.25
0.12 -0.08 -0.08
-0.12 -0.14 0.00
0.04 0.12 0.18
0.01 0.01 0.01
0.00 0.00 0.00
-0.01 0.01 -0.01
0.00 0.14 0.06
-0.20 -0.48 0.00
0.14 0.14 -0.03
0.20 -0.62 0.12
-0.14 0.26 0.08
0.01 0.11 -0.09
0.00 0.07 0.03
0.01 -0.03 0.03
0.00 0.04 -0.06
0.00 -0.01 0.01
0.01 -0.08 -0.02
0.01 0.04 0.03
0.00 -0.02 0.02
-0.03 0.07 -0.07
-0.05 0.12 0.09
0.09 -0.03 0.01
-0.01 0.00 0.07
0.03 -0.02 0.02
-0.03 0.00 -0.02
-0.02 -0.06 -0.04
0.02 -0.03 0.00
0.00 0.04 -0.04
-0.01 0.03 -0.04
-0.01 0.03 0.00
0.00 0.03 0.02
0.01 -0.02 0.04
-0.07 0.00 0.17
0.05 0.01 -0.02
0.03 0.00 -0.02
0.00 -0.01 -0.02
-0.06 0.02 -0.01

Output
- highest occupied orbital energy (eV) = -5.33
- spin multiplicity = 1
- total charge = -1
- relative energy (zero: lowest compared OMol25 entry of this formula, charge and spin) (kcal per mole) = 0.0

# 3
C36H46N3OP2S2W as an isolated structure, computed with ωB97M-V/def2-TZVPD.

Geometry (Å):
W1 -1.796212 -0.151701 -0.331867
C1 -3.387221 -2.786067 2.013759
C2 -1.970419 -2.492497 2.514563
P1 -1.401640 -0.823206 2.048729
C3 0.333096 -0.728847 2.514663
C4 0.818992 0.320365 3.292610
C5 2.145895 0.313650 3.701190
C6 2.989944 -0.717954 3.319179
C7 2.515808 -1.749868 2.515244
C8 1.191327 -1.758129 2.115441
C9 -2.393047 0.264991 3.084786
C10 -3.415499 1.035718 2.532842
C11 -4.242421 1.796260 3.346620
C12 -4.051007 1.786105 4.720721
C13 -3.044080 1.009119 5.281780
C14 -2.219829 0.245752 4.471730
C15 -3.390061 -3.418893 0.623071
P2 -2.464119 -2.519438 -0.664577
C16 -1.776377 -3.665689 -1.842185
C17 -2.544311 -4.106446 -2.923864
C18 -2.043033 -5.095961 -3.752928
C19 -0.794083 -5.650130 -3.497862
C20 -0.038062 -5.221982 -2.413454
C21 -0.525433 -4.229284 -1.580335
C22 -3.522865 -1.305975 -1.488366
C23 -3.158690 -0.832159 -2.774377
C24 -3.947773 0.111911 -3.406686
C25 -5.085481 0.604040 -2.772960
C26 -5.450810 0.156806 -1.504766
C27 -4.682027 -0.793883 -0.858949
H1 -3.997267 -1.877975 2.046113
H2 -3.873838 -3.488629 2.690486
H3 -1.253578 -3.236764 2.159140
H4 -1.928648 -2.515630 3.605449
H5 0.169480 1.131701 3.593377
H6 2.516662 1.115312 4.325646
H7 4.019510 -0.724837 3.651416
H8 3.175339 -2.554422 2.219254
H9 0.828577 -2.574817 1.500720
H10 -3.598964 1.043851 1.459423
H11 -5.034885 2.390514 2.912026
H12 -4.692435 2.378810 5.358822
H13 -2.903741 0.995357 6.354040
H14 -1.441771 -0.358628 4.923012
H15 -4.399118 -3.603230 0.246505
H16 -2.894315 -4.393334 0.660947
H17 -3.527245 -3.692180 -3.113558
H18 -2.631204 -5.444925 -4.590604
H19 -0.411582 -6.428355 -4.144582
H20 0.927948 -5.666264 -2.216418
H21 0.064421 -3.900518 -0.731767
H22 -2.287837 -1.247533 -3.266830
H23 -3.689520 0.454080 -4.399542
H24 -5.704647 1.334452 -3.277695
H25 -6.349607 0.534719 -1.036129
H26 -4.988433 -1.169415 0.110236
O1 -2.720985 1.653393 -0.994613
S1 -1.623657 2.538862 -0.350812
N1 -0.731560 1.565264 0.347824
C28 2.289877 2.995617 1.799627
C29 2.862665 3.950334 0.762219
C30 2.501555 3.581738 -0.674258
C31 2.942540 2.171151 -1.084983
N2 1.869653 1.159385 -0.950562
C32 1.293745 0.414526 -1.864165
S2 0.195073 -0.916085 -1.357297
N3 1.490144 0.403088 -3.171301
C33 2.269576 1.269737 -4.086969
C34 1.731822 2.694579 -4.188261
C35 0.458504 2.855763 -5.016689
C36 -0.776653 2.147437 -4.463911
H27 2.542977 3.318887 2.808741
H28 2.696333 1.985005 1.685930
H29 1.200080 2.933501 1.733860
H30 3.951170 3.979063 0.853409
H31 2.517620 4.966232 0.958132
H32 2.975881 4.293111 -1.352091
H33 1.421605 3.678947 -0.836149
H34 3.769009 1.829089 -0.459962
H35 3.297299 2.154754 -2.104379
H36 1.548626 0.999003 -0.002686
H37 0.932314 -0.293295 -3.640310
H38 2.208243 0.775378 -5.056251
H39 3.318833 1.240974 -3.805016
H40 2.521512 3.299141 -4.638661
H41 1.572304 3.103612 -3.185765
H42 0.644223 2.520445 -6.039641
H43 0.245203 3.923132 -5.088219
H44 -0.726238 1.061645 -4.583558
H45 -1.671821 2.486521 -4.985170
H46 -0.912436 2.364821 -3.397500

Forces on the atoms, in the same order (eV/Å):
-0.14 0.18 -0.43
-0.01 -0.01 0.02
0.02 0.00 -0.01
-0.08 0.07 -0.04
0.00 0.01 0.01
0.00 -0.02 0.01
-0.02 -0.04 0.04
0.00 -0.01 0.00
0.00 0.01 0.00
-0.01 0.00 -0.01
0.00 -0.01 0.01
-0.01 0.02 0.02
0.00 0.00 -0.03
0.01 -0.01 0.01
-0.01 0.00 0.00
0.00 0.00 -0.01
0.04 -0.01 -0.01
0.00 0.02 0.10
-0.04 -0.06 -0.02
0.00 0.02 0.01
0.02 -0.01 0.00
-0.02 0.01 0.00
0.01 -0.01 0.00
0.00 0.03 0.02
-0.14 -0.25 -0.12
0.02 -0.04 0.09
-0.01 0.03 0.03
0.00 -0.01 0.02
-0.01 0.03 -0.04
0.09 0.02 0.08
0.00 -0.01 0.00
0.02 0.00 0.01
-0.02 -0.01 -0.01
0.01 0.02 0.00
-0.01 0.00 0.01
0.00 -0.01 0.00
0.00 0.00 0.00
0.00 0.00 0.00
0.01 0.00 0.01
0.01 0.00 -0.01
0.00 0.00 0.01
0.00 0.00 0.00
0.00 0.00 0.00
0.00 0.00 0.00
0.00 0.02 -0.01
0.00 0.00 -0.01
0.00 -0.01 -0.01
0.00 0.00 0.00
0.00 0.00 0.00
0.00 0.00 0.00
0.01 0.00 0.00
-0.02 0.00 -0.03
0.01 0.00 -0.01
0.00 0.00 0.00
0.00 0.00 0.00
-0.01 -0.01 -0.01
0.08 -0.03 0.13
-0.01 0.09 0.10
0.01 0.02 0.12
0.02 0.02 -0.06
0.00 0.01 0.01
-0.02 0.00 -0.01
0.03 0.00 0.01
0.01 0.02 -0.01
0.04 -0.05 -0.05
0.18 -0.12 0.02
-0.06 0.02 0.00
0.00 0.04 0.02
-0.02 -0.01 -0.01
0.00 0.01 0.01
0.00 0.00 0.01
0.01 0.00 0.00
-0.01 0.04 -0.01
0.01 0.00 0.00
0.00 0.00 0.00
0.00 0.00 0.00
-0.01 0.00 -0.01
0.01 0.00 0.01
0.00 -0.01 0.01
0.01 -0.01 -0.02
0.01 0.01 0.00
0.00 -0.02 0.00
-0.01 0.00 0.00
0.03 -0.01 0.04
0.00 0.00 -0.01
-0.01 0.00 -0.01
0.00 -0.01 0.00
0.01 0.00 0.00
0.01 -0.01 0.00
0.00 -0.01 0.00
-0.01 0.00 0.01

Output
- highest occupied orbital energy (alpha / beta) (eV) = -16.40 / -16.77
- spin multiplicity = 3
- total charge = +3
- relative energy (zero: lowest compared OMol25 entry of this formula, charge and spin) (kcal per mole) = 1.2